[1]
ORCA calculation (the ωB97M-V functional and the def2-TZVPD basis) on C47H58As2MoN2O4Sb2Si as an isolated structure.

Geometry as XYZ:
```
117
Properties=species:S:1:pos:R:3
C 3.3341 -0.9877 1.0331
H -1.6244 0.3333 -3.7640
H 4.3984 1.0689 -0.1409
O -5.0866 -2.5754 2.3829
C -2.9399 5.5145 -0.7669
H -3.0398 1.3494 -3.4363
C 1.1954 2.4957 -5.9674
C -3.0501 -0.6545 0.7448
O -4.2698 -0.6059 0.7628
C -3.3493 -1.6835 -2.3971
H 3.7838 -0.2060 -4.2013
C -2.2617 -2.5486 -2.4097
C -0.4737 -2.4233 2.4423
C -4.5037 -2.0201 -3.0957
H 6.1508 0.0758 -4.6370
H 3.1417 -1.9332 1.5412
H -5.4700 -3.4665 -4.3480
H 0.9561 -3.9497 2.7339
H 0.8446 -3.5925 -2.9583
H -3.0644 5.0289 3.0397
C 6.1022 1.0383 -1.3994
C -0.0102 3.6477 2.6660
C -2.9780 4.0419 1.1397
C 2.0217 2.9906 -4.9645
H -3.5460 1.9443 1.1781
C 2.5958 2.0515 0.9786
H -2.9355 7.6192 -0.3595
H 2.7186 2.3064 -0.0728
C -3.9941 -3.0872 2.8982
H -2.1475 0.1579 3.7322
H -3.3170 -0.7571 -1.8453
Si 1.9890 0.3022 1.3428
Sb -1.1650 2.0894 -1.7238
H -1.6639 2.0101 -4.3614
H -0.7136 4.1945 3.2918
H -1.5546 -3.7865 3.6549
C -2.3300 -3.7484 -3.1211
H -0.0925 0.8883 -6.5706
N -1.5457 -3.0180 2.9948
H -5.3549 -1.3512 -3.0731
As -0.6072 -2.2055 -1.4779
C -1.4368 0.9694 3.8853
H 2.6175 -1.7994 -3.5563
H 7.6687 0.9040 -2.8578
H 0.8797 3.4042 3.2454
C -2.9681 2.6717 1.7419
C 3.8981 0.3723 -2.1163
H 2.8732 2.6561 -3.0378
H 1.0765 3.0457 -6.8925
C -1.9576 1.3444 -3.5511
O -2.3030 0.0805 -0.0240
H 0.1910 -0.3671 -4.4955
C 0.8944 -2.8634 2.8074
C -0.4310 -3.8243 -0.4320
C 4.4206 0.1093 -3.3870
H 0.2594 4.2718 1.8150
C 1.5265 1.0682 -3.5959
H -3.6889 2.2668 -0.8840
N -0.8777 -1.4860 1.5846
Sb -0.9829 1.8787 2.0155
C 0.7022 -2.5156 -2.8850
H 3.5580 -1.2237 -0.0039
C 6.6163 0.7564 -2.6526
H -1.9106 1.7462 4.4859
H 0.9917 -0.3758 3.5816
C 1.7768 0.2818 3.2149
H -2.3396 -6.1717 1.0875
C -2.9587 4.2199 -0.2502
H 4.2559 -0.5909 1.4743
H 0.9489 3.7737 -1.8105
H 1.1359 -2.5708 3.8306
C -2.9408 6.6235 0.0646
O -3.9630 -4.0156 3.6615
C -1.5716 -4.4760 0.0254
H 2.6206 -2.3308 -1.8941
H 1.9227 -5.9964 0.6763
C -0.1942 -6.2074 0.9750
H -0.0594 4.0137 -3.2510
H 0.2273 -2.1973 -3.8077
Mo -0.1918 0.0166 -0.0795
H -4.8830 -1.8373 1.7577
C 4.7522 0.8450 -1.1306
H 3.5542 2.2239 1.4817
H -2.9522 5.6546 -1.8429
C 0.9443 -5.5637 0.5062
C -2.6881 -2.4933 2.4745
H -0.5812 4.6663 -1.6709
H 1.6234 -2.4320 2.1347
C -2.9810 6.4465 1.4398
H 6.7488 1.4115 -0.6158
C 2.0237 -1.8154 -2.6469
H 1.5788 1.2880 3.5952
C -1.4500 -5.6627 0.7374
C -0.0699 3.8454 -2.1749
C -2.2658 -1.5410 1.6048
H -2.5564 -4.0824 -0.1951
C 5.7682 0.2902 -3.6479
C 2.1895 2.2797 -3.7884
H -0.5538 0.6019 4.4013
H -3.3562 2.6907 2.7595
H 2.5501 3.9252 -5.1063
H -0.1041 -7.1446 1.5093
H -3.5286 -5.0012 -4.3729
C 0.8278 -4.3684 -0.1909
H 1.8907 2.7691 1.3984
H 2.7198 -0.0478 3.6630
C -4.5686 -3.2067 -3.8076
H 1.7259 -3.8796 -0.5495
C 0.7059 0.5750 -4.6051
H -1.4994 -4.4436 -3.1195
H -3.0111 7.3033 2.1005
C -3.4792 -4.0711 -3.8221
C -3.0041 5.1640 1.9650
As 1.9501 0.0394 -1.9927
C 0.5400 1.2874 -5.7877
H -3.3222 3.3990 -2.1801
C -3.0070 3.0585 -1.1925
```

Calculated values
- Relative energy (zero: lowest compared OMol25 entry of this formula, charge and spin): 0.0 kcal per mole
- Maximum force: 0.44 eV/A
- Gap between HOMO and LUMO (alpha / beta): 7.50 / 6.45 eV
- 2S+1: 3
- Total charge: +2
- Energy: -205324.6805 eV

Here are the Löwdin charges for atoms 1 to 4, given in e: -0.222, -0.011, 0.045, 0.174


[2]
ORCA calculation (the ωB97M-V functional and the def2-TZVPD basis) on C47H58BrCl2N2O3PS2Ti as an isolated structure.

Geometry as XYZ:
```
117
Properties=species:S:1:pos:R:3
O -0.1626 1.7338 1.4658
C 2.8415 -3.8085 0.0054
H -5.2973 2.8339 -3.0880
C 1.4477 -2.4234 -2.0439
O -1.8956 -0.2748 1.5136
C -2.0803 -3.2822 -1.8358
Ti -0.2320 0.1634 0.2584
H 0.4759 2.1299 -4.4290
H 2.3259 3.6285 -5.0843
H 2.3913 1.7841 1.7295
C 2.2729 -3.0675 2.5949
H -2.5561 1.5176 -3.2627
Cl 0.6700 4.4687 2.4427
H 0.7639 -3.2186 -1.7594
H -1.2050 3.2254 -2.5330
C -1.0727 -2.8133 0.6925
C -3.9220 -0.6000 -3.7846
C 2.3074 1.9668 -1.5909
H 0.1241 7.2107 -1.7357
C -2.2205 0.1672 2.6089
C -4.8281 2.9137 2.3686
C -4.1345 4.4393 0.5040
H -6.4392 2.9443 0.0983
C 3.3657 3.4103 -3.2152
C -4.4887 2.3772 -3.6622
C -0.3798 3.3318 3.2154
H 2.2812 -2.8591 -2.6114
H -1.3177 4.7563 0.0869
C 0.2861 5.0718 -1.3369
C -2.2085 1.6814 4.4975
H 1.8820 3.1072 0.6739
H 4.3021 0.6971 -0.4949
H -5.9355 1.1692 1.7239
C 2.3264 3.1660 -4.1057
Cl -2.4930 3.3527 6.6072
H -2.1661 7.1362 -2.7282
C -0.6938 2.0968 2.5900
C 3.0448 -0.8597 -1.2334
H -4.6460 -1.4177 -3.7597
H 3.9522 -1.4733 -1.3356
H -4.5397 2.4899 3.3333
N 2.2882 1.3080 -0.3022
H -6.0359 0.9995 -4.3002
Br -2.8247 -5.9820 -1.3255
C -4.0281 0.2092 -2.4827
H -0.3841 3.3250 -0.2543
H -5.7421 3.4931 2.5467
H -5.0718 0.2526 -2.1614
H 3.1088 -4.9488 3.1758
H -3.9656 3.1909 -4.1702
H 3.3694 -0.1177 0.7592
H -0.6481 4.6404 4.8652
C 3.1569 -4.6662 1.0460
N 1.9042 -1.7025 -0.8552
H -5.6946 1.5828 -0.7116
C 1.2685 1.7275 -2.4790
H -2.1306 6.5638 -1.0795
C -0.2743 6.2742 -2.1304
C -1.6573 1.3104 3.2631
C -1.7992 6.3259 -2.0944
C -4.1557 0.2761 -5.0265
C -0.9231 3.6912 4.4263
H -3.5088 5.0667 -2.4029
C -2.4283 5.0071 -2.5433
P -2.9727 2.5080 -1.2221
C -2.0959 -4.2850 -0.8893
H -3.3705 5.1266 0.1381
H 4.1683 2.9830 -1.2809
C 2.5619 2.2689 0.7697
H 0.0560 6.2201 -3.1715
C -1.5177 -2.0515 -1.5068
H 4.1815 4.0655 -3.4901
C -0.9832 -1.7763 -0.2466
H 0.9682 5.4128 -0.5546
C -3.7379 3.8473 1.8514
H -2.8065 3.2878 1.7346
H -4.5454 -0.3271 -5.8478
C -5.1234 1.8048 1.3628
S 1.1756 -0.6712 1.9810
H -1.4855 -1.3053 -2.2882
H -5.3835 1.9758 -5.5953
S -0.1016 0.7285 -2.0483
H 0.9207 -1.7223 -2.6923
H -4.2421 1.1715 1.2376
H -2.9446 1.0420 4.9683
C -1.8294 2.8578 5.0820
H -0.7257 -2.6533 1.7053
H -5.0462 5.0353 0.6324
H -3.0559 -0.3287 3.1246
C -5.1075 1.4197 -4.6978
H -3.5465 4.6488 2.5691
H 0.8775 4.4345 -1.9986
H -1.6186 -4.8454 1.1258
H 3.0640 -4.1037 -1.0114
C -4.4421 3.3590 -0.5416
C -5.5011 2.3851 0.0012
H -4.8718 3.8637 -1.4104
H -3.2060 0.6908 -5.3787
C -0.8142 4.2128 -0.7170
C -1.8060 3.7884 -1.8096
H -2.2749 4.8896 -3.6195
C 2.2327 -2.5775 0.2374
C -1.5932 -4.0595 0.3826
H 3.6189 -5.6222 0.8378
H 2.0357 -2.7709 3.6088
C 1.2887 2.3277 -3.7408
C -3.5109 1.6298 -2.7347
H 3.5950 2.6358 0.7380
C 3.3542 2.8018 -1.9707
O -2.3226 1.5685 -0.2343
H 2.8318 -0.4436 -2.2206
C 3.3213 0.2587 -0.2626
C 1.9414 -2.2024 1.5518
H -2.4852 -3.4538 -2.8250
H -3.4784 -0.2764 -1.6763
C 2.8727 -4.2902 2.3503
H -2.9347 -1.0623 -3.8489
```

Calculated values
- Relative energy (zero: lowest compared OMol25 entry of this formula, charge and spin): 10.3 kcal per mole
- Maximum force: 0.59 eV/A
- Gap between HOMO and LUMO: 6.94 eV
- 2S+1: 1
- Total charge: 0
- Energy: -207970.2398 eV

Here are the Löwdin charges for atoms 1 to 4, given in e: -0.257, -0.021, 0.099, -0.089